DFT (the ωB97M-V functional and the def2-TZVPD basis) results for a structure of composition CF3O3SSn at a distorted geometry.

Geometry (Å):
Sn  2.95  1.82  -2.57
C  -0.74  -1.08  0.45
F  0.10  -1.98  0.97
F  -1.21  -1.65  -0.71
F  -1.71  -0.92  1.34
S  0.05  0.64  0.14
O  1.11  0.51  -0.81
O  -1.02  1.51  -0.25
O  0.48  1.13  1.44

## Properties
* DFT total energy: -1175.8020 Eh
* energy relative to the best compared isomer or geometry (same formula, charge and spin): 3.1 kcal/mol
* multiplicity: 2
* maximum force: 5.417 eV Å⁻¹